Entry 1:
20
Properties=species:S:1:pos:R:3 method="wB97M-V/def2-TZVPD" e_homo_ev=-8.9 spin_multiplicity=1 charge=0 smiles="O=S1(=O)C=CN=C1.O=C=C1C=CN=C1" e_above_lowest_kj_mol=160.9
C 1.7837 0.0073 -0.0739
H 0.1412 1.8467 1.0820
C 1.9093 0.4269 1.1536
H 3.6405 -0.5084 2.0297
C -2.8925 -0.1149 -2.4073
C 1.0257 1.5094 1.7674
O -2.6883 0.0222 0.2540
N -1.4604 -2.0376 -2.2399
N 1.4374 1.7877 2.9412
H -3.6738 0.5302 -2.5812
O 1.6173 -0.4528 -1.1320
C -2.5422 -1.3254 -2.8604
C -1.0128 -1.4626 -1.2152
C 2.5591 0.9918 3.2772
H -0.1614 -1.7998 -0.6604
C 2.8846 0.1465 2.1812
H 3.0002 1.0404 4.2276
H -2.8254 -1.9606 -3.7067
S -1.8351 0.1211 -0.9184
O -0.9072 1.2322 -1.1186

---

Entry 2:
48
Properties=species:S:1:pos:R:3 method="wB97M-V/def2-TZVPD" e_homo_ev=-9.0 spin_multiplicity=1 charge=0 smiles="CCN(CCn1ncc(C(C)(C)O)n1)C(=O)c1ccccc1SC(F)(F)F" e_above_lowest_kj_mol=220.8
C 4.2156 2.3061 1.3402
H -2.8219 -1.1433 -3.3193
H 0.0499 -0.1394 -0.5443
H 0.6255 -2.1008 -2.8085
H -0.5321 -3.9000 -1.7115
H 0.2020 -1.6859 2.0100
H 5.7785 1.3372 2.6512
C -0.3590 -0.9140 0.1517
C 1.0588 -2.6508 -1.9911
F -6.3700 -0.3895 2.0737
S -3.8432 -0.6637 1.3454
C 5.5694 1.5261 1.5447
C -3.7093 0.7804 -2.9314
H 5.0042 3.8712 2.3599
H -4.5447 2.5425 -2.2962
H 1.9381 2.4631 3.3175
H -1.1458 -0.4144 0.6941
H 4.5457 2.1662 -0.7899
O 4.1890 3.3872 2.3116
C 0.7058 -1.2996 1.1094
H 0.3201 -3.5789 -0.1128
H 6.2999 2.1610 1.0487
H 5.6427 0.5630 0.9699
C -2.9586 -0.8315 -1.2830
C 2.9202 1.3722 1.5309
F -6.3381 -1.1040 -0.0126
C -3.0972 -0.4044 -2.5895
C 1.9551 1.6245 2.6177
O -2.8325 -3.0615 -1.3391
C -0.0320 -3.1269 -1.0924
H -4.2198 1.6964 0.3160
C -2.3117 -2.0749 -0.9839
H 3.1254 3.2144 -0.3828
H 1.7461 -1.8701 -1.5409
H 1.6458 -3.5012 -2.4333
C -4.1215 1.6317 -1.8918
H 1.4828 -1.9722 0.8339
N 1.0517 0.6934 2.5092
F -5.7714 -2.4963 1.5665
C -5.7084 -1.1758 1.1783
C 4.1412 2.9262 -0.1205
H -3.7282 1.0240 -3.9647
N 2.6254 0.3498 0.8697
N -0.9048 -2.0360 -0.6102
H 4.7819 3.8002 -0.1765
C -3.6814 -0.0786 -0.2939
C -3.9823 1.2058 -0.5653
N 1.3932 -0.0287 1.4350

---

Entry 3:
16
Properties=species:S:1:pos:R:3 method="wB97M-V/def2-TZVPD" e_homo_ev=-9.3 spin_multiplicity=1 charge=0 smiles="N[C@@H](CO)CC=O" e_above_lowest_kj_mol=167.5
H 1.1062 -1.6631 -0.8821
H -2.2504 -0.4183 -0.3888
O -1.4846 -0.4632 -2.3036
H -2.1688 -1.0045 -2.7077
H -1.3296 -1.8926 -0.7850
O 1.1579 1.4684 2.6066
C -1.3793 -0.8125 -0.9223
H 1.2902 -0.3819 -1.8745
C -0.0794 0.0230 1.1216
C 1.0915 0.8877 1.5540
H -0.0258 -0.9620 1.5867
H 1.9007 0.9356 0.8099
H -0.1469 0.9442 -0.7604
N 1.1211 -0.6668 -0.9159
C -0.1409 -0.0947 -0.4276
H -1.0026 0.5079 1.4471

---

Entry 4:
67
Properties=species:S:1:pos:R:3 method="wB97M-V/def2-TZVPD" e_homo_ev="-19.2 / -19.1" spin_multiplicity=1 charge=+4 e_above_lowest_kj_mol=0.0
H 0.7156 -1.1691 -5.2523
C 0.2650 -1.1373 -4.2463
H 3.4497 -0.4767 -4.4208
P 1.4530 -0.4600 -3.0246
C 1.4378 4.4458 -0.8663
H -1.5843 -3.4915 0.7344
C -0.6106 0.9160 3.8677
H -0.7030 -3.1933 2.2700
C 3.0562 -1.1259 -3.6204
H 2.8722 -4.5966 0.3778
H 1.1349 5.0418 -1.7227
C -2.4764 -1.8360 -1.6272
C -0.6701 -3.7248 1.3029
H 3.5332 4.8132 -1.1286
C 4.9399 -2.6023 0.2916
H 3.7854 -1.1516 -2.7929
H 6.5436 0.5529 -1.3585
H -0.6493 -0.5263 -4.2838
H -0.4653 -3.9086 -1.5971
H 7.4776 -1.7463 -1.8016
H 1.1963 -3.4454 -2.0545
H -1.2295 1.6976 -0.7978
C 1.5915 1.2942 -3.5267
C 4.9624 -0.1873 -0.1052
H 4.5196 -3.4362 0.8670
C 4.3611 -1.3362 0.4129
H 0.8928 -5.0307 -1.2731
H -0.6172 -4.8172 1.4867
H 2.2930 1.3774 -4.3652
C 6.0696 -0.3355 -0.9284
Pb 1.4046 -0.4786 0.0350
H 6.4881 -3.7389 -0.6438
C 2.0917 -4.3161 1.1238
H -2.1309 -1.8171 -2.6712
N 0.9036 0.0025 2.3834
H 2.5553 -3.7781 1.9788
H -1.2400 1.6699 4.3561
H 3.0659 3.7521 0.3563
C 6.5959 -1.6175 -1.1647
C 0.5820 -1.0796 3.1014
H -2.7828 1.1196 -1.4814
H 1.9641 1.9009 -2.6886
C 2.7441 4.3125 -0.5359
H -0.0139 -2.1627 -3.9540
H 0.6122 1.6852 -3.8285
C 6.0487 -2.7481 -0.5508
H 1.5700 -5.2339 1.4998
H 1.0879 -2.0390 3.0044
O 3.1329 -1.1981 1.0416
H 2.9114 -2.1467 -4.0045
H -1.2606 0.9439 -2.4136
P -1.4575 -0.7057 -0.6126
H 2.2634 -2.1133 0.6854
H 0.6559 4.0126 -0.2520
H -2.3984 -2.8636 -1.2433
H -3.5224 -1.5058 -1.5750
C 0.2513 1.1631 2.8294
C -1.7067 0.9170 -1.4081
H -2.2211 -1.3436 1.6130
C -2.4456 -0.5283 0.9075
H 0.4409 2.1075 2.3442
C 0.5888 -3.9760 -1.3052
S -0.5965 -0.7746 4.3079
H -3.5083 -0.5623 0.6239
H -2.2211 0.4306 1.3978
H 4.5548 0.8200 0.1361
P 0.8353 -3.2364 0.3663

---

Entry 5:
16
Properties=species:S:1:pos:R:3 method="wB97M-V/def2-TZVPD" e_homo_ev=-8.7 spin_multiplicity=1 charge=0 smiles=CC[C@H]1C[C@H]1O e_above_lowest_kj_mol=210.7
C 0.2984 -0.3475 0.4873
H -2.9576 0.3685 -0.5469
H 2.1964 -1.6404 0.6027
C 1.5789 0.4225 -0.0051
H 0.3017 0.3260 1.3185
C 1.5334 -1.0394 -0.0063
C -0.9507 -0.4696 -0.3646
H 1.3922 -1.3940 -1.0262
H -1.2870 -1.5173 -0.4536
H 2.1884 0.8429 0.8124
H 1.3171 2.0442 -0.9463
H -2.4649 0.0130 1.1199
H -0.6668 -0.1615 -1.3784
H -1.7933 1.4178 0.2787
O 1.5913 1.1472 -1.1821
C -2.1107 0.3776 0.1481